Record 1
{"formula": "C4H11NO2", "method": "ωB97M-V with the def2-TZVPD basis set", "max_force_ev_per_a": 5.2, "smiles": "C[C@@H]1O[C@@H]1O.CN", "multiplicity": 1, "relative_energy_ev": 3.198, "orbital_gap_ev": 8.95, "e_homo_ev": -8.21, "lumo_ev": 0.74, "mol_weight_g_mol": 105.1, "total_energy_ev": -9909.0438, "species": ["C", "C", "O", "C", "O", "H", "H", "H", "H", "H", "H", "C", "N", "H", "H", "H", "H", "H"], "coordinates": [[1.482160, -0.826993, 1.258440], [1.708057, -0.434899, -0.167544], [0.553002, 0.361006, -0.838643], [1.079574, -1.079300, -1.290749], [0.208679, -2.120585, -1.200551], [1.069327, -0.093414, 1.935828], [0.817029, -1.695181, 1.404819], [2.407567, -1.102686, 1.751978], [2.664494, 0.045014, -0.380129], [1.565349, -1.077657, -2.264787], [-0.456125, -1.924669, -0.535934], [-2.206992, 1.095030, 0.387607], [-1.592001, 1.840663, -0.700171], [-2.094410, 0.020968, 0.158959], [-1.776377, 1.309557, 1.382835], [-3.254157, 1.382659, 0.483625], [-0.573664, 1.479597, -0.935293], [-1.601512, 2.820890, -0.450291]], "forces_ev_per_a": [[-0.30, -1.04, 0.73], [-0.94, 1.68, 0.01], [3.03, -4.25, -0.08], [-0.94, 1.55, -0.05], [0.09, 0.33, -0.18], [-0.19, 0.80, -0.40], [0.19, 0.18, -0.47], [0.41, -0.17, -0.23], [-0.19, -0.04, 0.12], [-0.12, 0.15, 0.21], [-0.11, 0.04, 0.30], [0.58, -0.03, 0.04], [1.72, -0.44, -0.67], [-0.34, 0.37, 0.31], [0.14, -0.30, -0.13], [-0.17, -0.33, -0.23], [-3.16, 1.46, 0.96], [0.32, 0.04, -0.25]], "mulliken_charge": [-1.23, 0.21, -0.53, -0.10, -0.52, 0.29, 0.30, 0.35, 0.40, 0.40, 0.33, -0.59, -0.63, 0.13, 0.21, 0.33, 0.44, 0.20]}

=====

Record 2
{"formula": "C31H31CoN5O6PS2", "method": "ωB97M-V with the def2-TZVPD basis set", "max_force_ev_per_a": 0.7, "multiplicity": 2, "relative_energy_ev": 0.265, "orbital_gap_ev": [6.52, 7.03], "total_charge": -1, "e_homo_ev": [-4.48, -4.98], "lumo_ev": [2.04, 2.04], "mol_weight_g_mol": 723.7, "total_energy_ev": -120975.8513, "species": ["Co", "C", "C", "N", "N", "C", "N", "S", "C", "C", "C", "C", "C", "N", "H", "H", "H", "H", "H", "H", "H", "H", "H", "H", "C", "C", "C", "C", "C", "C", "C", "S", "O", "O", "N", "C", "C", "O", "O", "H", "H", "H", "H", "H", "H", "H", "H", "H", "O", "C", "O", "C", "P", "C", "C", "C", "C", "C", "C", "C", "C", "C", "C", "C", "C", "H", "H", "H", "H", "H", "H", "H", "H", "H", "H", "H", "H"], "coordinates": [[0.999940, 0.974663, -0.769663], [-1.589906, 3.932404, -2.463951], [-0.509515, 3.143657, -1.785756], [-0.659404, 1.914394, -1.448985], [-1.811172, 1.319293, -1.899576], [-2.468331, 0.257459, -1.343688], [-3.539554, -0.105876, -2.152061], [-2.119013, -0.538118, 0.033557], [0.793889, 3.798124, -1.447362], [1.027298, 5.158039, -1.596815], [2.267671, 5.661826, -1.229957], [3.232226, 4.802820, -0.740312], [2.922249, 3.452706, -0.640424], [1.736877, 2.981907, -0.986832], [-1.735938, 3.608036, -3.499328], [-1.361813, 4.989059, -2.495824], [-2.527293, 3.807295, -1.918313], [-2.171596, 1.658449, -2.778376], [-4.051647, 0.637402, -2.605370], [-4.127478, -0.789364, -1.700866], [0.274605, 5.828033, -1.978661], [2.470360, 6.720824, -1.327060], [4.206732, 5.161107, -0.439645], [3.634552, 2.716533, -0.288049], [-4.624947, -0.634453, 4.610600], [-3.490495, 0.098042, 3.943545], [-2.171518, -0.308263, 4.138725], [-1.119884, 0.373952, 3.551830], [-1.376124, 1.466930, 2.733212], [-2.679697, 1.885482, 2.531069], [-3.726776, 1.204775, 3.139746], [-0.009225, 2.332471, 1.980944], [-0.638438, 3.295659, 1.093671], [0.720428, 2.856976, 3.117724], [0.853862, 1.309618, 1.159934], [1.965318, 0.681920, 1.901214], [3.104312, 0.320351, 0.958602], [4.197147, 0.016102, 1.419204], [2.820726, 0.370269, -0.299668], [-4.428407, -1.706048, 4.659123], [-5.561026, -0.484210, 4.072212], [-4.770498, -0.279925, 5.634135], [-1.967815, -1.173494, 4.760665], [-0.099077, 0.054964, 3.717519], [-2.858551, 2.736599, 1.888864], [-4.748192, 1.528461, 2.969783], [1.666514, -0.252491, 2.393300], [2.367276, 1.340141, 2.668394], [2.043449, -0.301613, -4.509380], [1.844231, -0.262416, -3.301558], [1.303729, 0.726539, -2.680906], [2.271700, -1.456960, -2.437486], [1.087093, -1.675334, -1.049726], [-0.019289, -2.944690, -1.805539], [-0.159841, -4.261647, -1.380976], [-1.043010, -5.124229, -2.021893], [-1.790449, -4.686072, -3.103727], [-1.653898, -3.373726, -3.542028], [-0.785003, -2.513394, -2.893207], [1.952206, -2.661346, 0.218308], [3.252748, -3.138992, 0.108427], [3.841658, -3.828896, 1.159929], [3.136116, -4.054709, 2.332051], [1.836942, -3.578889, 2.455510], [1.256232, -2.879993, 1.409269], [3.239130, -1.194968, -2.005908], [2.364012, -2.341125, -3.065815], [0.419794, -4.622695, -0.540479], [-1.139591, -6.146078, -1.674863], [-2.473185, -5.360900, -3.605419], [-2.232609, -3.018777, -4.385996], [-0.692701, -1.486772, -3.234530], [3.821587, -2.958296, -0.793887], [4.862130, -4.178374, 1.065961], [3.603297, -4.581105, 3.155092], [1.284762, -3.735077, 3.374174], [0.250140, -2.483977, 1.513597]], "forces_ev_per_a": [[0.62, -0.23, -0.04], [-0.01, -0.14, -0.01], [0.19, 0.23, 0.13], [-0.09, 0.02, 0.02], [-0.14, 0.14, 0.03], [-0.11, 0.10, -0.30], [0.04, -0.04, 0.12], [0.11, 0.01, 0.19], [-0.26, -0.13, -0.07], [0.08, 0.03, 0.02], [-0.08, -0.01, -0.02], [0.01, -0.03, 0.03], [-0.03, 0.02, -0.01], [-0.15, 0.00, -0.17], [0.00, -0.02, 0.01], [0.03, 0.04, 0.01], [-0.01, -0.06, -0.03], [0.14, -0.03, -0.03], [0.02, -0.01, -0.01], [0.01, 0.02, -0.04], [-0.03, 0.03, 0.02], [0.00, 0.00, 0.00], [0.01, -0.01, -0.01], [0.00, -0.01, 0.02], [0.02, 0.02, 0.00], [-0.01, -0.03, 0.02], [0.02, -0.01, 0.01], [-0.05, -0.01, -0.05], [-0.04, -0.04, 0.06], [0.04, -0.04, 0.02], [0.00, -0.01, -0.05], [-0.04, 0.25, -0.14], [0.03, -0.08, 0.03], [0.00, 0.07, 0.01], [0.20, -0.17, 0.57], [-0.15, -0.01, -0.16], [0.05, 0.08, -0.03], [0.04, -0.06, 0.03], [-0.15, 0.09, 0.00], [0.00, 0.00, -0.01], [0.00, 0.00, 0.00], [0.00, -0.01, 0.00], [0.00, 0.00, 0.00], [-0.01, -0.01, 0.02], [-0.01, 0.00, -0.02], [0.00, 0.01, 0.00], [-0.02, -0.02, -0.04], [-0.04, 0.01, 0.02], [-0.03, -0.01, -0.09], [0.04, 0.02, 0.14], [-0.08, 0.03, -0.15], [-0.01, -0.06, 0.01], [-0.15, -0.18, -0.09], [0.02, 0.12, -0.07], [-0.02, -0.01, 0.04], [0.02, 0.02, 0.00], [0.01, 0.02, -0.01], [-0.02, -0.03, 0.02], [0.01, 0.04, 0.04], [-0.02, 0.04, 0.03], [0.01, -0.02, -0.01], [-0.02, 0.00, 0.00], [0.00, 0.02, -0.02], [0.02, -0.01, -0.01], [-0.03, 0.00, -0.01], [-0.04, 0.02, 0.02], [0.04, -0.01, 0.01], [0.01, 0.00, 0.00], [0.00, 0.00, 0.01], [-0.01, 0.00, 0.00], [0.01, 0.01, -0.01], [0.00, 0.00, -0.01], [0.00, 0.01, 0.00], [0.00, 0.01, 0.00], [0.00, -0.01, 0.00], [-0.01, 0.00, 0.00], [0.00, 0.01, 0.01]], "mulliken_charge": [0.34, -1.80, 1.04, 0.77, -0.73, 0.30, -0.57, -0.17, 0.87, -1.11, -0.54, -0.99, -0.17, 0.61, 0.35, 0.43, 0.40, 0.31, 0.18, 0.29, 0.24, 0.41, 0.43, 0.51, -1.54, 1.13, -0.94, -0.40, -0.32, -0.13, -0.77, 1.20, -0.74, -0.81, 0.81, -0.27, 0.06, -0.80, -0.62, 0.36, 0.36, 0.30, 0.36, 0.44, 0.47, 0.31, -0.17, 0.69, -0.80, 0.16, -0.56, -0.88, 0.84, 0.54, -0.51, -0.66, -0.52, -0.82, -0.42, 0.10, -0.49, -0.65, -0.52, -0.58, -0.48, 0.59, 0.50, 0.32, 0.40, 0.37, 0.39, 0.33, 0.33, 0.37, 0.34, 0.42, 0.50]}

=====

Record 3
{"formula": "C8H15FN3O3", "method": "ωB97M-V with the def2-TZVPD basis set", "max_force_ev_per_a": 5.5, "multiplicity": 1, "relative_energy_ev": 0.000, "orbital_gap_ev": 9.68, "total_charge": 1, "e_homo_ev": -12.48, "lumo_ev": -2.80, "mol_weight_g_mol": 220.2, "total_energy_ev": -21856.0959, "species": ["C", "C", "C", "C", "C", "C", "C", "C", "N", "N", "N", "O", "O", "O", "F", "H", "H", "H", "H", "H", "H", "H", "H", "H", "H", "H", "H", "H", "H", "H"], "coordinates": [[1.057064, 1.235048, -0.152407], [-2.485021, -1.018676, 0.989312], [-2.122191, -1.871443, -0.255946], [-2.400721, 0.156701, -1.103218], [-2.463775, 0.421505, 0.427135], [3.081275, 2.593119, -0.897029], [-1.129060, 1.203492, 0.787283], [2.427365, -0.721916, 1.015603], [0.001344, 0.548303, 0.178172], [2.006673, 1.863736, -0.431796], [2.139934, -1.673843, 0.181565], [1.055910, -2.204567, 0.195890], [2.995674, -1.966973, -0.824533], [-1.543638, -1.032104, -1.199794], [3.661733, -0.266833, 0.935082], [-3.551646, -1.225598, 1.446300], [-1.715642, -1.258080, 1.760374], [-1.381536, -2.690370, 0.032230], [-3.204418, -2.107129, -0.516026], [-3.381128, -0.046355, -1.436477], [-1.814399, 1.019289, -1.430394], [-3.379977, 0.930544, 0.831814], [2.861544, 3.659229, -0.899609], [3.310959, 2.102552, -1.818642], [3.840459, 2.308120, -0.156047], [-1.169969, 2.339308, 0.327541], [-1.003544, 1.225209, 1.869011], [1.747748, -0.302996, 1.734396], [-0.197986, -0.330615, -0.494373], [2.756962, -2.888647, -1.095425]], "forces_ev_per_a": [[1.18, 1.20, -0.56], [-0.22, -0.25, 1.46], [-1.65, -1.72, 2.05], [1.90, 0.63, 2.02], [0.75, -0.09, 0.73], [1.53, -0.31, 1.09], [-2.27, 2.57, -0.58], [1.47, -0.82, -0.78], [1.61, -1.27, -2.13], [-4.83, -2.24, 1.37], [0.26, 1.92, 1.38], [-2.83, -1.87, -0.41], [0.87, -0.64, -0.52], [-0.66, 1.59, -0.43], [0.59, 0.74, 0.27], [2.25, 0.06, -1.01], [-0.68, 0.69, -0.13], [-1.50, 0.79, -0.88], [1.69, -1.00, -0.84], [-0.84, 0.01, -1.23], [-0.74, -0.32, -1.36], [1.13, 0.07, -0.80], [0.14, -0.14, -0.33], [0.56, 0.50, -0.96], [0.54, 0.81, -0.52], [-0.15, -2.68, 1.39], [0.03, 0.25, -0.02], [0.03, -0.47, 0.11], [-0.16, 1.24, 1.31], [-0.02, 0.75, 0.31]], "mulliken_charge": [0.52, -0.54, -0.51, -0.96, 0.22, -0.76, -1.22, -0.38, 0.15, -0.06, 0.76, -0.68, -0.42, -0.51, -0.27, 0.30, 0.23, 0.30, 0.40, 0.45, 0.45, 0.45, 0.32, 0.35, 0.32, 0.36, 0.37, 0.60, 0.39, 0.39]}

=====

Record 4
{"formula": "C3H5ClOS", "method": "ωB97M-V with the def2-TZVPD basis set", "max_force_ev_per_a": 3.9, "multiplicity": 1, "relative_energy_ev": 4.301, "orbital_gap_ev": [7.87, 7.60], "e_homo_ev": [-8.24, -7.99], "lumo_ev": [-0.37, -0.40], "mol_weight_g_mol": 124.6, "total_energy_ev": -28592.8399, "species": ["C", "C", "C", "O", "S", "Cl", "H", "H", "H", "H", "H"], "coordinates": [[2.224428, 0.467334, -0.643633], [-1.547488, 0.999718, -0.227013], [-0.928385, -1.401201, 0.778175], [2.541107, 1.468305, -0.048315], [-1.222631, -0.647214, -0.692522], [0.000901, -2.840712, 0.906637], [1.106886, 0.107423, -0.354630], [2.919889, 0.023732, -1.330871], [-1.704471, 1.244300, 0.825891], [-2.045483, 1.508099, -0.938026], [-1.344749, -0.929780, 1.724302]], "forces_ev_per_a": [[-2.88, 1.15, 2.38], [1.40, -3.28, 1.69], [-0.84, 0.58, 0.84], [0.44, -0.14, -0.33], [-0.15, 1.54, 1.55], [-0.22, 0.30, -0.10], [2.61, -0.08, -1.30], [0.13, -0.84, -0.71], [0.29, -0.15, -0.36], [-1.59, 1.77, -2.32], [0.81, -0.85, -1.34]], "mulliken_charge": [0.04, -0.64, -0.15, -0.40, 0.05, -0.13, 0.07, 0.30, 0.24, 0.34, 0.29]}

=====

The highest multiplicity belongs to which entry?
C31H31CoN5O6PS2